(1)
{"formula": "C11H21ClF5IrO2P2", "method": "wB97M-V/def2-TZVPD", "charge": 2, "spin_multiplicity": 5, "max_force_ha_per_bohr": 0.1378, "lumo_energy_ev": [-6.908, -12.089], "e_above_lowest_kcal_mol": 0.0, "s_squared": 6.015, "homo_lumo_gap_ev": [6.6, 5.6], "elements": ["C", "C", "H", "H", "H", "O", "Cl", "Ir", "P", "C", "C", "H", "H", "H", "H", "H", "H", "C", "H", "H", "H", "P", "C", "C", "H", "H", "H", "C", "H", "H", "H", "H", "H", "H", "C", "O", "F", "C", "F", "C", "F", "F", "F"], "xyz": [[1.573, -1.693, -3.424], [0.983, -1.786, -2.129], [1.875, -2.698, -3.793], [2.425, -0.994, -3.358], [0.870, -1.219, -4.125], [0.549, -2.330, -1.190], [0.480, 1.556, -1.570], [-0.159, 0.010, 0.084], [2.019, 0.294, 0.920], [2.375, -0.436, 2.540], [3.317, -0.473, -0.094], [4.155, -0.653, 0.582], [3.559, 2.146, 1.024], [3.587, 0.261, -0.852], [2.092, 2.566, 0.082], [2.311, -1.526, 2.458], [3.015, -1.412, -0.561], [2.465, 2.057, 0.981], [3.392, -0.154, 2.841], [2.032, 2.520, 1.876], [1.664, -0.092, 3.296], [-2.220, -0.135, -0.921], [-3.501, -0.946, 0.061], [-2.758, 1.535, -1.381], [-1.743, -0.467, -3.190], [-3.168, -1.440, -2.641], [-1.513, -2.040, -2.370], [-2.137, -1.146, -2.434], [-1.893, 2.212, -1.451], [-3.253, 1.503, -2.361], [-4.451, -0.951, -0.489], [-3.623, -0.399, 1.001], [-3.454, 1.927, -0.631], [-3.196, -1.975, 0.284], [-0.468, -1.538, 1.097], [-0.577, -2.497, 1.747], [-2.439, 1.514, 1.517], [-1.060, 1.414, 1.557], [-0.583, 2.649, 1.179], [-0.722, 1.241, 3.094], [-1.622, 1.880, 3.874], [-0.705, -0.070, 3.501], [0.508, 1.782, 3.369]], "mulliken_charge": [-1.223, 0.639, 0.374, 0.298, 0.326, -0.488, -0.174, 2.495, 0.503, -1.388, -1.045, 0.500, 0.484, 0.354, 0.365, 0.423, 0.274, -1.194, 0.538, 0.329, 0.297, 0.615, -1.283, -1.207, 0.348, 0.488, 0.303, -1.113, 0.354, 0.482, 0.512, 0.353, 0.366, 0.385, -0.447, -0.367, -0.284, 0.179, -0.240, 0.577, -0.218, -0.238, -0.251]}

(2)
{"formula": "C3H5NO", "method": "wB97M-V/def2-TZVPD", "charge": 0, "smiles": "O=CN1CC1", "max_force_ha_per_bohr": 0.0247, "lumo_energy_ev": 0.968, "e_above_lowest_kcal_mol": 37.5, "homo_lumo_gap_ev": 10.9, "elements": ["O", "C", "N", "C", "C", "H", "H", "H", "H", "H"], "xyz": [[1.908, -0.990, 0.461], [1.458, 0.127, 0.314], [0.312, 0.365, -0.433], [-1.040, 0.639, 0.041], [-0.612, -0.737, -0.384], [1.972, 1.027, 0.677], [-1.263, 0.920, 1.072], [-1.593, 1.236, -0.691], [-0.992, -1.097, -1.334], [-0.150, -1.490, 0.277]], "mulliken_charge": [-0.511, 0.154, -0.236, -0.247, -0.425, 0.354, 0.240, 0.208, 0.206, 0.257]}

(3)
{"formula": "C3H3NO", "method": "wB97M-V/def2-TZVPD", "charge": 0, "max_force_ha_per_bohr": 0.1494, "lumo_energy_ev": 0.589, "e_above_lowest_kcal_mol": 105.5, "homo_lumo_gap_ev": 8.7, "elements": ["C", "C", "C", "N", "O", "H", "H", "H"], "xyz": [[-1.521, -0.338, -0.016], [1.509, -0.091, 0.516], [-0.314, 0.243, -0.554], [-1.348, 0.867, 0.304], [2.370, -0.193, -0.322], [-2.224, -1.126, 0.071], [1.403, 0.072, 1.547], [0.125, 0.566, -1.546]], "mulliken_charge": [-0.097, 0.069, -0.076, -0.407, -0.426, 0.316, 0.344, 0.277]}

(4)
{"formula": "C10H18Br8Cl6", "method": "wB97M-V/def2-TZVPD", "charge": 0, "smiles": "ClC(Cl)Cl.ClC(Cl)Cl.BrCCBr.BrCCBr.BrCCBr.BrCCBr", "max_force_ha_per_bohr": 0.0361, "lumo_energy_ev": 0.261, "e_above_lowest_kcal_mol": 26.1, "homo_lumo_gap_ev": 10.3, "elements": ["Br", "C", "C", "Br", "H", "H", "H", "H", "Br", "C", "C", "Br", "H", "H", "H", "H", "Br", "C", "C", "Br", "H", "H", "H", "H", "Br", "C", "C", "Br", "H", "H", "H", "H", "C", "Cl", "Cl", "Cl", "H", "C", "Cl", "Cl", "Cl", "H"], "xyz": [[0.239, -0.253, 2.239], [0.429, 0.795, 0.546], [-0.710, 0.558, -0.410], [-0.393, 1.732, -1.932], [1.347, 0.431, 0.083], [0.496, 1.842, 0.839], [-1.700, 0.807, -0.029], [-0.682, -0.482, -0.735], [-3.506, 1.200, 2.241], [-5.082, 1.606, 3.385], [-5.981, 2.586, 2.560], [-7.753, 2.692, 3.456], [-4.744, 2.050, 4.321], [-5.619, 0.676, 3.573], [-6.171, 2.403, 1.502], [-5.586, 3.601, 2.529], [1.727, -1.831, -1.447], [0.279, -2.527, -2.514], [0.748, -3.802, -3.102], [1.324, -5.164, -1.753], [-0.073, -1.818, -3.263], [-0.483, -2.809, -1.787], [1.552, -3.715, -3.833], [-0.016, -4.119, -3.812], [4.273, 1.473, -4.224], [3.888, 2.035, -2.352], [3.250, 3.431, -2.344], [2.986, 4.009, -0.428], [4.841, 1.948, -1.831], [3.224, 1.275, -1.940], [2.250, 3.427, -2.779], [3.964, 4.031, -2.907], [5.212, -0.296, 1.927], [3.773, -0.210, 0.938], [6.564, 0.006, 0.864], [5.175, -1.805, 2.910], [5.255, 0.521, 2.648], [-2.758, -3.260, 1.394], [-3.660, -4.655, 0.754], [-3.668, -2.543, 2.686], [-2.319, -2.216, 0.083], [-1.892, -3.633, 1.941]], "mulliken_charge": [-0.140, -0.023, 0.475, -0.145, -0.399, 0.442, 0.176, -0.567, -0.079, -0.560, -0.628, -0.174, 0.375, 0.371, 0.398, 0.360, 0.029, -0.362, -0.791, -0.153, 0.493, 0.066, 0.413, 0.430, -0.153, -0.237, -0.504, -0.177, 0.375, -0.006, 0.299, 0.429, -0.034, -0.005, -0.128, -0.141, 0.282, 0.062, -0.147, -0.110, -0.075, 0.260]}